1.
DFT (the ωB97M-V functional and the def2-TZVPD basis) results for a structure of composition C16H31CrNOP2.

Summary:
- spin multiplicity = 5
- HOMO energy (spin up / spin down) (Eh) = -0.1341 / -0.1910
- orbital gap (spin up / spin down) (eV) = 3.91 / 5.31

Last column: Löwdin spin population.
Cartesian coordinates (Å):
P  -0.29  -1.44  -0.13  -0.080
P  0.71  0.93  -2.06  0.292
C  -0.50  -1.53  -1.97  0.054
C  0.53  -0.72  -2.74  0.167
H  -1.52  -1.20  -2.20  0.005
H  -0.42  -2.60  -2.25  0.013
H  1.51  -1.22  -2.79  0.006
H  0.19  -0.57  -3.78  0.049
C  -0.77  1.79  -2.70  0.018
H  -0.94  2.75  -2.19  0.000
H  -1.66  1.17  -2.61  0.005
H  -0.60  2.01  -3.76  0.005
C  2.12  1.73  -2.87  0.030
H  1.85  1.97  -3.91  0.009
H  2.98  1.05  -2.88  0.007
H  2.39  2.66  -2.36  0.000
C  -1.82  -2.45  0.23  -0.034
H  -1.66  -3.58  0.19  0.018
H  -2.52  -2.26  -0.59  -0.003
H  -2.33  -2.17  1.17  0.001
C  1.50  -1.89  0.15  -0.027
H  1.92  -1.24  0.92  -0.001
H  2.05  -1.75  -0.79  0.006
H  1.75  -2.95  0.48  0.020
Cr  0.08  -3.52  0.71  3.097
C  0.15  2.82  2.67  0.001
C  -1.17  2.67  2.49  0.001
C  -1.93  2.41  1.20  0.002
C  -1.73  1.05  0.49  0.003
C  -0.30  0.55  0.45  0.031
C  0.80  1.35  -0.29  0.131
C  0.89  2.82  0.15  0.031
C  1.24  2.93  1.65  0.014
C  0.47  -5.45  1.41  -0.013
H  0.51  3.01  3.69  0.000
H  -1.83  2.79  3.35  0.000
H  -1.70  3.20  0.47  0.000
H  -3.00  2.52  1.44  0.000
H  -2.35  0.31  1.02  0.001
H  -2.17  1.11  -0.52  0.001
H  0.04  0.37  1.48  0.001
H  1.76  0.89  0.00  0.008
H  -0.02  3.39  -0.09  0.000
H  1.71  3.30  -0.41  0.003
H  2.01  2.17  1.86  0.001
H  1.76  3.89  1.79  0.004
H  1.26  -5.36  2.18  0.008
H  0.78  -6.15  0.62  -0.011
H  -0.46  -5.81  1.89  0.010
O  -0.77  -1.13  4.07  0.053
C  -0.42  -1.93  3.25  0.051
N  -0.08  -2.71  2.41  0.011



2.
DFT (the ωB97M-V functional and the def2-TZVPD basis) results for a structure of composition C16H31F3P2Pd.

Summary:
- spin multiplicity = 3
- HOMO energy (spin up / spin down) (Eh) = -0.2517 / -0.3139
- orbital gap (spin up / spin down) (eV) = 7.39 / 7.22

Last column: Löwdin spin population.
Cartesian coordinates (Å):
P  0.62  -0.23  -4.70  0.018
P  1.64  3.36  -4.68  0.160
C  0.48  1.25  -5.75  0.005
C  1.88  1.78  -5.68  0.041
H  -0.34  1.85  -5.32  0.001
H  0.21  1.05  -6.79  0.001
H  2.59  1.23  -5.00  0.014
H  2.33  1.83  -6.69  0.006
C  -0.01  4.15  -4.88  0.042
H  -0.03  4.94  -4.11  0.002
H  -0.89  3.52  -4.67  0.001
H  -0.14  4.62  -5.87  0.008
C  2.71  4.31  -5.85  0.029
H  2.19  5.25  -6.11  0.001
H  2.81  3.73  -6.80  0.005
H  3.66  4.53  -5.37  0.002
C  -0.77  -0.88  -5.82  0.005
H  -1.11  -1.91  -5.65  0.000
H  -0.56  -0.80  -6.91  0.001
H  -1.64  -0.23  -5.66  0.000
C  1.88  -1.25  -5.77  -0.001
H  2.91  -1.07  -5.42  0.000
H  1.82  -1.00  -6.84  0.000
H  1.66  -2.33  -5.67  0.000
Pd  1.41  2.10  -2.90  0.858
C  -2.51  -1.05  -2.79  0.000
C  -3.52  -1.68  -3.43  0.000
C  -3.58  -3.16  -3.63  0.000
C  -2.43  -4.03  -3.03  0.000
C  -1.09  -3.83  -3.68  0.000
C  -0.12  -3.08  -3.14  0.000
C  -0.30  -2.17  -1.96  0.000
C  -1.73  -1.55  -1.62  0.000
C  2.73  1.20  -1.48  0.401
H  -2.35  0.02  -3.01  0.000
H  -4.38  -1.14  -3.84  0.000
H  -3.65  -3.37  -4.72  0.000
H  -4.62  -3.41  -3.30  0.000
H  -2.37  -3.83  -1.95  0.000
H  -2.76  -5.07  -3.20  0.000
H  -0.87  -4.24  -4.69  0.000
H  0.90  -3.04  -3.63  0.000
H  0.32  -1.27  -2.14  0.001
H  0.08  -2.63  -1.02  0.000
H  -2.30  -2.24  -0.97  0.000
H  -1.57  -0.64  -1.02  0.000
H  3.04  1.98  -0.76  0.018
H  3.61  0.90  -2.08  0.034
H  2.30  0.33  -0.91  0.041
F  -0.27  2.56  -0.42  0.047
C  0.61  3.26  -1.23  0.198
F  -0.14  4.33  -1.72  0.037
F  1.55  3.84  -0.39  0.023



3.
DFT (the ωB97M-V functional and the def2-TZVPD basis) results for a structure of composition C16H31F3P2Pt.

Summary:
- spin multiplicity = 3
- HOMO energy (spin up / spin down) (Eh) = -0.1120 / -0.2488
- orbital gap (spin up / spin down) (eV) = 3.57 / 7.11

Last column: Löwdin spin population.
Cartesian coordinates (Å):
P  0.32  -2.17  1.48  0.484
P  -0.12  2.14  1.54  0.117
C  0.21  -0.56  0.29  0.110
C  0.73  0.87  0.47  0.042
H  -0.75  -0.60  -0.25  0.011
H  1.03  -1.04  -0.27  0.032
H  1.83  0.90  0.55  0.006
H  0.39  1.44  -0.38  0.000
C  -1.66  2.81  0.89  0.037
H  -2.05  3.56  1.59  0.001
H  -2.42  2.01  0.80  0.008
H  -1.49  3.28  -0.08  0.009
C  1.17  3.35  1.81  0.018
H  1.20  4.03  0.95  0.005
H  2.14  2.85  1.91  0.001
H  0.96  3.91  2.72  0.001
C  -0.91  -3.41  1.07  0.082
H  -0.97  -4.16  1.88  0.012
H  -0.64  -3.92  0.14  0.016
H  -1.91  -2.96  0.96  0.011
C  2.01  -2.74  1.22  0.127
H  2.73  -1.91  1.30  0.004
H  2.10  -3.20  0.22  0.029
H  2.28  -3.49  1.98  0.011
Pt  -0.25  -0.01  2.33  0.336
C  0.41  1.48  -2.37  0.004
C  -0.92  1.44  -2.14  0.002
C  -1.90  0.72  -3.00  0.002
C  -1.55  -0.75  -3.32  0.003
C  -0.69  -1.44  -2.29  0.019
C  0.66  -1.50  -2.34  0.012
C  1.54  -0.68  -3.23  0.004
C  1.12  0.79  -3.50  0.001
C  -0.02  -1.60  3.75  0.204
H  1.05  2.26  -1.90  0.001
H  -1.38  2.17  -1.48  0.002
H  -2.03  1.27  -3.95  0.000
H  -2.90  0.76  -2.53  0.001
H  -2.49  -1.32  -3.42  0.001
H  -1.08  -0.80  -4.32  0.000
H  -1.25  -2.11  -1.61  0.002
H  1.18  -2.34  -1.87  0.005
H  1.66  -1.18  -4.21  0.001
H  2.56  -0.67  -2.82  0.002
H  2.04  1.37  -3.71  0.000
H  0.54  0.84  -4.43  0.000
H  0.66  -1.17  4.49  0.013
H  0.41  -2.61  3.50  0.014
H  -1.01  -1.77  4.18  0.024
F  -1.33  2.36  3.80  0.016
C  -0.58  1.20  3.99  0.111
F  0.62  1.67  4.55  0.029
F  -1.23  0.58  5.02  0.014



4.
DFT (the ωB97M-V functional and the def2-TZVPD basis) results for a structure of composition C16H31IN7SSn.

Summary:
- HOMO energy (Eh) = -0.5769
- total charge = +3
- orbital gap (eV) = 7.10

Last column: natural (NBO) charge in e.
Cartesian coordinates (Å):
Sn  -0.08  -0.33  -0.03  1.347
N  2.06  -0.24  0.46  -0.985
C  2.91  -0.88  -0.58  -0.232
C  2.98  -2.39  -0.40  -0.434
C  1.63  -3.05  -0.59  -0.231
N  0.71  -2.63  0.50  -0.906
H  2.26  0.76  0.47  0.426
H  2.36  -0.57  1.37  0.407
H  3.93  -0.47  -0.58  0.239
H  2.46  -0.65  -1.55  0.200
H  3.38  -2.64  0.59  0.220
H  3.68  -2.79  -1.13  0.266
H  1.74  -4.14  -0.61  0.235
H  1.21  -2.74  -1.55  0.204
H  1.19  -2.72  1.39  0.391
H  -0.06  -3.29  0.55  0.413
I  0.06  1.63  2.58  0.273
C  1.03  2.81  1.10  0.087
C  1.52  4.06  1.41  -0.259
C  2.15  4.77  0.39  -0.110
C  2.27  4.18  -0.87  -0.223
C  1.76  2.91  -1.06  0.038
N  1.14  2.23  -0.08  -0.574
H  1.42  4.48  2.40  0.263
H  2.54  5.76  0.57  0.262
H  2.75  4.70  -1.68  0.260
H  1.85  2.39  -2.00  0.215
C  -6.15  -4.80  -2.06  -0.672
C  -5.29  -4.19  -1.01  0.334
C  -5.38  -4.50  0.32  -0.314
C  -4.50  -3.88  1.23  0.361
N  -3.61  -2.98  0.81  -0.497
C  -3.55  -2.65  -0.46  0.320
S  -2.48  -1.44  -1.05  -0.415
N  -4.37  -3.26  -1.37  -0.511
C  -4.54  -4.20  2.68  -0.666
H  -6.83  -5.52  -1.62  0.264
H  -5.54  -5.30  -2.81  0.259
H  -6.74  -4.03  -2.57  0.255
H  -6.11  -5.22  0.66  0.259
H  -4.28  -3.00  -2.34  0.440
H  -5.39  -4.81  2.94  0.245
H  -4.55  -3.27  3.25  0.257
H  -3.63  -4.73  2.96  0.259
N  -4.35  3.49  -3.44  -0.666
C  -3.87  3.08  -2.07  -0.240
C  -2.55  2.30  -2.12  -0.243
N  -2.10  1.87  -0.80  -0.828
H  -5.25  3.97  -3.38  0.460
H  -4.47  2.67  -4.05  0.447
H  -3.69  4.12  -3.90  0.449
H  -4.64  2.47  -1.61  0.233
H  -3.76  3.99  -1.48  0.234
H  -1.77  2.93  -2.57  0.206
H  -2.66  1.41  -2.74  0.216
H  -2.82  1.30  -0.37  0.387
H  -1.95  2.68  -0.20  0.373



5.
DFT (the ωB97M-V functional and the def2-TZVPD basis) results for a structure of composition C16H31MoNOP2.

Summary:
- spin multiplicity = 3
- HOMO energy (spin up / spin down) (Eh) = -0.5297 / -0.5278
- total charge = +2
- orbital gap (spin up / spin down) (eV) = 6.80 / 6.68

Last column: Löwdin spin population.
Cartesian coordinates (Å):
P  0.68  -1.84  1.14  0.047
P  0.17  1.98  1.89  -0.122
C  0.75  -0.22  0.16  0.090
C  1.30  1.09  0.74  0.009
H  -0.31  -0.04  -0.37  0.030
H  1.39  -0.56  -0.67  0.007
H  2.31  0.90  1.14  0.004
H  1.43  1.84  -0.06  -0.003
C  -1.12  3.06  1.23  -0.008
H  -1.23  3.97  1.85  -0.001
H  -2.10  2.53  1.27  0.000
H  -0.88  3.32  0.18  -0.002
C  1.26  3.03  2.87  -0.019
H  1.18  4.05  2.44  -0.005
H  2.30  2.68  2.81  0.000
H  0.86  3.01  3.90  -0.002
C  -0.51  -3.11  0.62  0.003
H  -0.53  -3.84  1.43  0.000
H  -0.27  -3.62  -0.31  0.000
H  -1.54  -2.71  0.58  0.003
C  2.40  -2.34  1.03  0.023
H  3.06  -1.48  1.11  0.000
H  2.61  -2.85  0.09  0.001
H  2.67  -3.00  1.86  0.002
Mo  -1.16  0.02  1.16  1.852
C  0.15  1.27  -2.06  0.041
C  -1.16  1.23  -1.70  -0.004
C  -2.21  0.65  -2.59  -0.003
C  -1.79  -0.74  -3.11  -0.001
C  -1.02  -1.57  -2.13  0.004
C  0.32  -1.67  -2.19  0.013
C  1.23  -0.84  -3.09  0.008
C  0.73  0.60  -3.27  0.008
C  0.01  -1.76  2.81  0.001
H  0.83  2.01  -1.65  0.002
H  -1.59  1.83  -0.89  0.001
H  -2.42  1.26  -3.49  -0.002
H  -3.14  0.53  -2.02  0.000
H  -2.67  -1.30  -3.43  0.000
H  -1.23  -0.63  -4.04  0.000
H  -1.62  -2.23  -1.47  0.002
H  0.86  -2.50  -1.71  0.001
H  1.32  -1.28  -4.10  0.002
H  2.25  -0.82  -2.66  0.000
H  1.58  1.22  -3.56  0.001
H  0.09  0.67  -4.14  0.001
H  0.81  -1.64  3.57  -0.001
H  -0.49  -2.72  2.98  0.000
H  -0.77  -0.95  2.92  0.003
O  -1.46  1.41  5.49  0.018
C  -1.60  1.16  4.32  0.008
N  -1.70  0.93  3.12  -0.014



6.
DFT (the ωB97M-V functional and the def2-TZVPD basis) results for the molecule C16H31NO.

Summary:
- HOMO energy (Eh) = -0.2991
- orbital gap (eV) = 8.86

Last column: natural (NBO) charge in e.
Cartesian coordinates (Å):
C  -1.50  -1.36  -5.23  -0.607
C  -0.61  -0.87  -4.12  -0.207
C  0.61  -1.76  -3.82  -0.399
C  0.17  -3.09  -3.20  -0.393
C  -0.56  -2.82  -1.88  -0.399
C  -1.78  -1.90  -2.07  -0.313
C  -2.33  -1.54  -0.66  0.635
O  -3.37  -2.06  -0.30  -0.551
C  -1.57  -0.61  0.29  -0.526
C  -1.62  -1.15  1.68  -0.383
C  -0.79  -0.37  2.74  -0.047
C  -1.02  -0.99  4.10  -0.612
C  0.70  -0.54  2.44  -0.620
C  -1.21  1.15  2.80  -0.217
N  -0.37  1.97  3.70  -0.469
C  -1.22  2.52  4.76  -0.403
C  0.64  2.88  3.10  -0.405
C  -1.39  -0.63  -2.81  -0.399
H  -2.34  -0.70  -5.37  0.210
H  -1.90  -2.30  -4.98  0.198
H  -0.90  -1.44  -6.17  0.209
H  -0.25  0.10  -4.46  0.200
H  1.28  -1.30  -3.13  0.198
H  1.15  -1.99  -4.71  0.206
H  1.04  -3.70  -2.98  0.209
H  -0.46  -3.65  -3.91  0.198
H  0.17  -2.41  -1.19  0.197
H  -0.91  -3.76  -1.44  0.217
H  -2.56  -2.41  -2.64  0.224
H  -1.94  0.40  0.24  0.235
H  -0.54  -0.61  -0.06  0.208
H  -2.67  -1.08  2.02  0.216
H  -1.36  -2.20  1.67  0.209
H  -0.82  -2.06  4.02  0.208
H  -0.35  -0.55  4.89  0.222
H  -2.06  -0.93  4.41  0.204
H  0.93  -0.08  1.46  0.195
H  1.30  -0.04  3.18  0.222
H  1.03  -1.57  2.43  0.210
H  -1.20  1.62  1.82  0.179
H  -2.26  1.19  3.12  0.196
H  -0.60  3.07  5.48  0.198
H  -1.71  1.67  5.27  0.200
H  -1.98  3.17  4.36  0.162
H  0.14  3.79  2.85  0.170
H  1.03  2.41  2.21  0.201
H  1.51  3.09  3.76  0.201
H  -2.25  0.03  -3.04  0.211
H  -0.71  -0.04  -2.18  0.200



7.
DFT (the ωB97M-V functional and the def2-TZVPD basis) results for the molecule C16H31NO2.

Summary:
- HOMO energy (Eh) = -0.3179
- orbital gap (eV) = 9.47

Last column: natural (NBO) charge in e.
Cartesian coordinates (Å):
C  -4.20  -1.73  1.22  -0.633
C  -3.98  -0.27  0.94  0.033
C  -5.22  0.47  0.54  -0.653
C  -2.77  0.28  1.03  -0.212
C  -2.41  1.71  0.75  -0.424
C  -2.22  1.99  -0.75  -0.424
C  -1.11  1.14  -1.33  0.057
C  -1.58  -0.11  -2.02  -0.662
C  0.15  1.53  -1.19  -0.249
C  1.39  0.78  -1.60  -0.235
N  2.13  0.22  -0.47  -0.474
C  1.38  -0.82  0.22  -0.252
C  1.61  -2.18  -0.45  0.097
C  1.00  -3.31  0.35  -0.618
O  3.00  -2.41  -0.59  -0.732
C  2.69  1.22  0.43  -0.228
C  4.04  0.76  0.99  0.094
C  5.13  0.81  -0.07  -0.639
O  4.33  1.61  2.09  -0.722
H  -4.66  -2.21  0.36  0.209
H  -4.87  -1.85  2.07  0.213
H  -3.26  -2.23  1.45  0.213
H  -5.51  0.19  -0.47  0.218
H  -6.04  0.20  1.20  0.215
H  -5.08  1.55  0.57  0.214
H  -1.94  -0.35  1.31  0.196
H  -1.49  1.95  1.27  0.212
H  -3.19  2.38  1.13  0.208
H  -1.99  3.04  -0.88  0.214
H  -3.16  1.77  -1.27  0.203
H  -0.76  -0.77  -2.28  0.209
H  -2.26  -0.65  -1.37  0.230
H  -2.12  0.16  -2.92  0.220
H  0.35  2.46  -0.67  0.194
H  1.16  -0.03  -2.28  0.199
H  2.08  1.47  -2.12  0.204
H  0.30  -0.60  0.25  0.195
H  1.74  -0.89  1.25  0.203
H  1.15  -2.17  -1.46  0.144
H  -0.08  -3.18  0.44  0.206
H  1.44  -3.34  1.35  0.208
H  1.20  -4.26  -0.14  0.220
H  3.39  -1.55  -0.79  0.480
H  2.02  1.45  1.28  0.191
H  2.85  2.15  -0.12  0.199
H  3.94  -0.28  1.35  0.159
H  4.80  0.28  -0.96  0.217
H  5.33  1.85  -0.34  0.211
H  6.05  0.36  0.29  0.207
H  5.22  1.41  2.39  0.469



8.
DFT (the ωB97M-V functional and the def2-TZVPD basis) results for a structure of composition C16H32AgO8S4.

Summary:
- HOMO energy (Eh) = -0.4584
- total charge = +1
- orbital gap (eV) = 10.20

Last column: natural (NBO) charge in e.
Cartesian coordinates (Å):
Ag  0.46  -0.70  -0.71  0.941
C  4.69  -4.77  0.82  -0.415
C  4.66  -4.67  -0.69  -0.398
C  3.10  -4.61  -1.22  -0.591
S  2.08  -3.96  0.27  2.072
O  1.10  -4.98  0.60  -0.895
O  1.65  -2.58  0.15  -1.017
C  3.59  -3.84  1.46  -0.608
H  5.70  -4.55  1.18  0.234
H  4.50  -5.81  1.07  0.213
H  5.36  -5.37  -1.15  0.242
H  5.02  -3.65  -0.84  0.200
H  2.74  -5.62  -1.41  0.258
H  2.87  -3.76  -1.86  0.239
H  3.35  -3.93  2.52  0.257
H  3.92  -2.81  1.36  0.227
C  -3.08  2.83  -2.76  -0.423
C  -2.32  1.97  -3.68  -0.408
C  -0.85  2.41  -3.68  -0.658
S  -0.41  2.72  -1.97  2.130
O  0.38  3.91  -1.76  -0.902
O  -0.07  1.45  -1.35  -1.035
C  -2.24  2.99  -1.43  -0.596
H  -3.91  2.22  -2.40  0.227
H  -3.32  3.82  -3.16  0.232
H  -2.59  2.07  -4.73  0.243
H  -2.28  0.93  -3.39  0.215
H  -0.72  3.41  -4.08  0.241
H  -0.07  1.87  -4.22  0.265
H  -2.22  4.04  -1.16  0.248
H  -2.61  2.30  -0.67  0.236
C  -4.18  -0.50  -0.92  -0.422
C  -4.20  -0.05  0.47  -0.410
C  -3.44  -1.09  1.45  -0.602
S  -2.76  -2.40  0.19  2.098
O  -2.85  -3.72  0.83  -0.889
O  -1.48  -1.96  -0.38  -1.016
C  -4.11  -2.06  -0.91  -0.652
H  -3.28  0.00  -1.27  0.216
H  -5.11  -0.15  -1.39  0.239
H  -5.26  0.00  0.73  0.221
H  -3.79  0.95  0.61  0.222
H  -4.11  -1.60  2.14  0.248
H  -2.54  -0.84  2.00  0.243
H  -4.89  -2.51  -0.29  0.250
H  -3.99  -2.59  -1.85  0.265
C  2.20  4.32  2.55  -0.402
C  2.38  3.25  3.67  -0.412
C  1.44  1.96  3.40  -0.663
S  1.02  2.11  1.64  2.121
O  -0.29  2.72  1.43  -0.938
O  1.37  0.81  1.02  -0.993
C  2.21  3.44  1.29  -0.652
H  3.06  4.98  2.54  0.243
H  1.22  4.78  2.68  0.227
H  2.09  3.95  4.45  0.237
H  3.40  2.89  3.81  0.222
H  0.53  1.97  4.00  0.256
H  1.93  0.99  3.52  0.256
H  1.76  3.97  0.46  0.268
H  3.18  3.03  1.02  0.243



What energy relative to the best compared isomer or geometry (same formula, charge and spin) values result from the calculations? In sequence: 82.7; 65.8; 140.5; 3.2; 27.1; 0.0; 52.0; 75.7 kcal per mole.
What molecular weight values result from the calculations? In sequence: 367.37; 448.79; 537.44; 599.15; 411.32; 253.43; 269.43; 588.56 g/mol.